1.
{"formula": "C4H6N2O", "method": "the ωB97M-V functional and the def2-TZVPD basis", "symbols": ["C", "C", "N", "C", "C", "O", "N", "H", "H", "H", "H", "H", "H"], "coordinates": [[2.223, 0.021, -0.315], [1.238, -0.908, -0.868], [0.471, -1.669, -1.291], [-0.857, 0.595, -0.762], [-1.397, 0.361, 0.579], [-2.732, 0.482, 0.839], [-0.558, 0.080, 1.497], [3.202, -0.462, -0.237], [1.866, 0.331, 0.673], [2.295, 0.896, -0.966], [-1.452, 0.012, -1.490], [-3.247, 0.527, 0.021], [-1.053, -0.267, 2.320]], "e_tot_ha": -340.60797, "relative_energy_kj_mol": 490.82, "orbital_gap_ev": 8.187}



2.
{"formula": "C4H6N2O", "method": "the ωB97M-V functional and the def2-TZVPD basis", "symbols": ["N", "C", "C", "O", "N", "C", "C", "H", "H", "H", "H", "H", "H"], "coordinates": [[0.348, -0.196, 1.944], [-0.240, -0.004, 0.655], [0.271, 0.915, -0.226], [0.882, 2.111, -0.047], [0.134, 0.425, -1.492], [-0.521, -0.792, -1.436], [-0.823, -1.043, -0.132], [1.133, -0.808, 1.720], [-0.230, -0.776, 2.540], [0.498, 2.523, 0.736], [0.624, 0.814, -2.278], [-0.647, -1.408, -2.313], [-1.401, -1.869, 0.260]], "smiles": "Nc1cc[nH]c1O", "e_tot_ha": -340.73838, "relative_energy_kj_mol": 148.43, "orbital_gap_ev": 8.573}



3.
{"formula": "C4H6N2O", "method": "the ωB97M-V functional and the def2-TZVPD basis", "symbols": ["C", "C", "C", "C", "N", "N", "O", "H", "H", "H", "H", "H", "H"], "coordinates": [[-0.640, 0.537, -1.199], [-0.998, -0.574, -0.377], [0.604, 1.008, -0.303], [0.952, -0.433, 0.613], [-1.688, -1.428, 0.093], [1.012, -0.530, 1.880], [1.674, 1.298, -0.905], [-1.461, -2.048, 0.862], [0.426, 0.176, 2.338], [0.210, 1.657, 0.502], [-1.446, 1.252, -1.374], [-0.230, 0.183, -2.146], [1.586, -1.099, 0.017]], "e_tot_ha": -340.58970, "relative_energy_kj_mol": 538.78, "orbital_gap_ev": [6.980, 6.982]}



4.
{"formula": "C4H6N2O", "method": "the ωB97M-V functional and the def2-TZVPD basis", "symbols": ["O", "C", "N", "C", "C", "C", "N", "H", "H", "H", "H", "H", "H"], "coordinates": [[1.495, 2.063, 0.568], [0.838, 1.121, 0.175], [1.341, -0.128, 0.268], [0.487, -1.164, -0.318], [-0.749, -0.309, -0.663], [-1.434, 0.410, 0.427], [-0.458, 1.111, -0.421], [2.258, 0.089, 0.661], [0.232, -1.983, 0.368], [0.890, -1.620, -1.232], [-1.291, -0.524, -1.579], [-2.451, 0.766, 0.293], [-1.159, 0.167, 1.451]], "smiles": "O=C1NC[C@H]2CN12", "e_tot_ha": -340.73495, "relative_energy_kj_mol": 157.43, "orbital_gap_ev": 10.722}



5.
{"formula": "C4H6N2O", "method": "the ωB97M-V functional and the def2-TZVPD basis", "symbols": ["C", "C", "N", "O", "C", "N", "C", "H", "H", "H", "H", "H", "H"], "coordinates": [[0.366, -2.172, 0.408], [0.105, -0.791, -0.111], [-0.915, -0.585, -0.986], [-1.025, 0.777, -1.016], [-0.162, 1.343, -0.171], [-0.289, 2.693, -0.030], [0.702, 0.428, 0.480], [-0.008, -2.920, -0.292], [1.430, -2.325, 0.601], [-0.162, -2.275, 1.361], [0.131, 3.080, 0.801], [-1.184, 3.093, -0.278], [1.011, -0.345, -0.767]], "e_tot_ha": -340.58836, "relative_energy_kj_mol": 542.30, "orbital_gap_ev": 8.942}



6.
{"formula": "C4H6N2O", "method": "the ωB97M-V functional and the def2-TZVPD basis", "symbols": ["C", "C", "C", "C", "H", "H", "H", "H", "H", "H", "N", "N", "O"], "coordinates": [[1.969, 0.148, -0.152], [-0.288, -0.252, 0.225], [-1.453, -1.170, -0.018], [-1.017, 1.037, -0.071], [1.796, 1.232, -0.240], [2.223, -0.078, 0.901], [2.791, -0.159, -0.815], [-0.070, -0.268, 1.309], [-1.408, -2.271, 0.008], [-0.574, 2.039, -0.014], [-2.528, -0.548, -0.293], [-2.261, 0.873, -0.293], [0.821, -0.585, -0.547]], "smiles": "COC1C=NN=C1", "e_tot_ha": -340.68214, "relative_energy_kj_mol": 296.08, "orbital_gap_ev": 10.439}



7.
{"formula": "C4H6N2O", "method": "the ωB97M-V functional and the def2-TZVPD basis", "symbols": ["C", "N", "C", "C", "C", "N", "O", "H", "H", "H", "H", "H", "H"], "coordinates": [[0.837, -0.677, -0.038], [-2.295, 0.970, 0.641], [1.904, 0.327, -0.489], [-0.146, 0.379, 0.424], [0.448, -1.805, -0.627], [-1.311, 0.505, -0.142], [2.490, 1.106, 0.249], [-2.035, 1.309, 1.566], [-2.872, 1.655, 0.156], [2.334, 0.024, -1.459], [0.073, 0.778, 1.429], [-0.567, -2.177, -0.492], [1.142, -2.395, -1.217]], "smiles": "C=C(C=O)/C=N/N", "e_tot_ha": -340.64203, "relative_energy_kj_mol": 401.38, "orbital_gap_ev": 8.702}



8.
{"formula": "C4H6N2O", "method": "the ωB97M-V functional and the def2-TZVPD basis", "symbols": ["C", "O", "C", "N", "N", "C", "C", "H", "H", "H", "H", "H", "H"], "coordinates": [[-2.314, 0.404, 0.104], [-1.364, -0.658, 0.159], [-0.077, -0.305, 0.107], [0.288, 1.071, 0.142], [1.535, 1.188, 0.101], [2.127, -0.133, -0.128], [1.007, -1.091, 0.015], [-3.290, -0.080, 0.148], [-2.190, 1.090, 0.945], [-2.217, 0.968, -0.829], [2.379, 0.034, -1.187], [3.069, -0.316, 0.396], [1.046, -2.172, 0.027]], "smiles": "COC1=CCN=N1", "e_tot_ha": -340.69099, "relative_energy_kj_mol": 272.85, "orbital_gap_ev": 9.511}



9.
{"formula": "C4H6N2O", "method": "the ωB97M-V functional and the def2-TZVPD basis", "symbols": ["N", "C", "O", "C", "C", "C", "N", "H", "H", "H", "H", "H", "H"], "coordinates": [[0.688, -0.898, -2.295], [0.364, -0.472, -1.152], [-0.777, 0.213, -1.018], [-1.298, 0.287, 0.311], [-0.252, 0.907, 1.211], [1.007, 0.066, 1.223], [1.128, -0.593, 0.070], [1.591, -1.361, -2.320], [1.918, -1.226, -0.003], [-1.535, -0.728, 0.657], [-2.227, 0.852, 0.230], [0.019, 1.914, 0.855], [-0.626, 1.040, 2.231]], "e_tot_ha": -340.69020, "relative_energy_kj_mol": 274.90, "orbital_gap_ev": 9.322}



10.
{"formula": "C4H6N2O", "method": "the ωB97M-V functional and the def2-TZVPD basis", "symbols": ["C", "O", "C", "C", "N", "C", "N", "H", "H", "H", "H", "H", "H"], "coordinates": [[-2.302, 0.022, -0.158], [-1.094, -0.731, 0.043], [-0.043, 0.017, -0.231], [0.457, 1.134, -0.594], [1.506, 0.152, -0.788], [2.180, -0.381, 0.287], [1.459, -1.069, 1.076], [-2.283, 0.926, 0.463], [-3.135, -0.621, 0.128], [-2.390, 0.306, -1.209], [0.384, 2.078, -1.070], [3.266, -0.289, 0.273], [1.995, -1.545, 1.779]], "smiles": "[H]/N=C/N1C=C1OC", "e_tot_ha": -340.57538, "relative_energy_kj_mol": 576.37, "orbital_gap_ev": 9.221}



11.
{"formula": "C4H6N2O", "method": "the ωB97M-V functional and the def2-TZVPD basis", "symbols": ["C", "C", "C", "N", "C", "N", "O", "H", "H", "H", "H", "H", "H"], "coordinates": [[0.296, -0.313, -0.227], [0.900, -1.660, 0.038], [-1.043, -0.137, -0.791], [-1.024, 1.522, 0.261], [0.378, 0.988, 0.458], [1.002, 0.862, -0.780], [-1.900, -0.394, -1.525], [-1.660, 1.524, 1.058], [-1.027, 2.417, -0.220], [0.862, 1.167, 1.416], [1.099, -2.186, -0.897], [0.262, -2.286, 0.668], [1.854, -1.505, 0.542]], "e_tot_ha": -340.63974, "relative_energy_kj_mol": 407.40, "orbital_gap_ev": 8.429}



12.
{"formula": "C4H6N2O", "method": "the ωB97M-V functional and the def2-TZVPD basis", "symbols": ["C", "C", "C", "C", "N", "N", "O", "H", "H", "H", "H", "H", "H"], "coordinates": [[-1.854, 0.889, -0.101], [-1.047, 0.351, 0.805], [0.380, -1.624, -0.248], [0.200, -0.368, 0.512], [2.224, 0.672, -0.514], [1.263, 1.124, 0.064], [0.782, -1.375, 1.088], [-2.742, 1.525, 0.207], [-1.579, 0.917, -1.193], [-1.148, 0.491, 1.809], [-0.498, -2.254, -0.552], [1.036, -1.613, -1.084], [2.983, 1.265, -0.793]], "e_tot_ha": -340.57691, "relative_energy_kj_mol": 572.35, "orbital_gap_ev": 9.115}